36
Properties=species:S:1:pos:R:3 method="wB97M-V/def2-TZVPD" homo_energy_ev=-4.2 charge=-1 multiplicity=1 e_lumo_ev=2.895
Nb -0.62 -0.58 -1.82
P -3.29 -0.53 0.42
O 2.42 -1.96 -1.95
O -2.58 -0.07 1.82
O -3.84 0.65 -0.27
O -4.47 -1.53 0.95
C -2.14 -1.57 -0.39
C 0.05 2.32 -1.42
C 1.17 1.03 0.44
C 1.49 2.26 1.29
C 2.57 2.00 2.35
C 1.22 -2.80 0.10
C -0.07 1.13 -0.44
B 1.25 -1.90 -1.23
H -0.57 -2.11 -2.87
H -5.04 -1.06 1.59
H 0.01 3.28 -0.88
H 0.97 2.27 -1.99
H 2.17 2.02 3.37
H 2.99 -2.70 -1.65
H 0.64 0.05 -2.98
H 1.04 0.19 1.15
H -0.92 1.35 0.23
H 3.39 2.71 2.30
H -1.68 -2.21 0.37
H 0.59 -2.38 0.89
H -1.81 -0.05 -3.12
H 2.05 0.81 -0.18
H 0.79 -3.78 -0.13
H 0.56 2.59 1.78
H 2.22 -2.94 0.51
H 1.79 3.09 0.65
H -1.88 -0.68 2.08
H -2.72 -2.25 -1.03
H 3.01 1.01 2.21
H -0.78 2.35 -2.14

70
Properties=species:S:1:pos:R:3 method="wB97M-V/def2-TZVPD" homo_energy_ev=-11.0 multiplicity=1 smiles="O=C(Br)C[C@@H]1OC(=O)C[C@@H]1S(=O)(=O)F.ClC(Cl)(Cl)Cl.ClC(Cl)(Cl)Cl.ClC(Cl)(Cl)Cl.ClC(Cl)(Cl)Cl.ClC(Cl)(Cl)Cl.ClC(Cl)(Cl)Cl.ClC(Cl)(Cl)Cl.ClC(Cl)(Cl)Cl.ClC(Cl)(Cl)Cl.ClC(Cl)(Cl)Cl" e_lumo_ev=-0.454
Br 4.08 3.29 0.47
Cl 0.96 -4.34 2.79
Cl 1.21 1.96 -7.67
Cl -6.06 -3.84 2.91
Cl -1.30 -4.44 7.95
Cl 0.37 -0.59 -4.57
Cl -3.72 -3.17 1.32
Cl 5.03 -2.20 3.55
Cl 5.95 6.82 -4.08
Cl 2.35 -6.08 0.11
Cl 1.48 -5.69 -2.64
Cl -4.14 4.16 -2.43
Cl -1.19 -2.47 2.26
Cl 1.42 -2.07 1.04
Cl 1.83 4.75 -7.20
Cl 0.95 -4.99 6.21
Cl -6.25 -1.27 7.95
Cl -7.52 -2.38 5.59
Cl 4.35 -0.02 1.76
Cl 3.87 2.97 -8.23
Cl -1.76 -5.28 5.22
Cl 1.30 -2.04 -2.23
Cl -5.44 -5.37 0.52
Cl -0.17 -4.75 -0.45
Cl 0.11 -7.60 -0.94
Cl -3.44 6.34 -4.21
Cl -3.70 6.82 -1.36
Cl 3.73 8.24 -2.84
Cl 3.21 6.02 -4.64
Cl -0.71 -7.17 7.16
Cl 4.36 5.52 -2.03
Cl -6.99 -4.07 7.89
Cl 2.97 2.70 -5.49
Cl -4.79 -3.12 6.25
Cl 2.24 -2.79 -4.88
Cl 1.07 -1.65 3.89
Cl 4.66 -2.77 0.74
Cl -3.77 -5.62 2.89
Cl 6.96 -1.25 1.62
Cl -6.06 6.26 -2.96
Cl -0.51 -3.32 -4.11
S 0.13 4.63 -0.81
F 1.58 4.68 -1.62
O -0.58 0.93 0.86
O -0.93 5.19 -1.74
O -2.04 -0.22 -0.69
O 0.16 5.48 0.42
O 2.96 2.02 -1.74
C 4.31 6.65 -3.40
C 0.94 -6.03 -0.98
C -4.33 5.90 -2.74
C -4.75 -4.50 1.91
C 0.85 -2.19 -3.95
C -6.39 -2.71 6.92
C -0.70 -5.47 6.63
C 0.57 -2.63 2.49
C 2.83 2.10 -0.49
C -1.24 0.69 -0.40
C -0.81 1.85 -1.46
C 1.68 1.22 0.17
C 0.39 2.03 0.67
C 2.47 3.09 -7.15
C -0.45 2.95 -0.33
C 5.24 -1.56 1.91
H -1.70 2.21 -2.07
H 0.09 1.44 -2.05
H 2.14 0.74 1.11
H 1.46 0.37 -0.55
H -1.43 3.18 0.23
H 0.59 2.50 1.70

157
Properties=species:S:1:pos:R:3 method="wB97M-V/def2-TZVPD" homo_energy_ev=-8.3 multiplicity=1 e_lumo_ev=0.373
I 1.41 0.19 -1.92
S 13.36 0.11 -2.06
S 2.63 -4.07 -0.80
S -11.41 -0.12 -3.30
S 1.36 4.38 -2.96
S -1.86 -1.14 5.35
S -7.68 -0.13 0.38
S -16.00 1.63 0.65
S 1.53 -2.82 -5.85
S 14.29 0.72 5.63
S 11.23 2.07 1.68
S -12.40 -2.40 1.26
F -1.21 4.10 3.00
O -11.71 -3.67 0.89
O 2.57 4.83 -3.55
O -15.20 0.53 1.23
O 3.07 -2.75 -1.32
O 14.20 0.89 4.16
O -11.81 -0.19 -1.87
O -2.42 -2.44 -0.32
O -7.07 -0.42 -0.95
O 1.24 2.80 -3.09
O 1.30 -4.18 -6.41
O 14.19 -0.22 -0.87
O 0.15 5.04 -3.35
O -2.05 -0.95 3.89
O 10.33 1.53 0.62
O 1.42 4.43 -1.36
N -3.09 -0.76 1.08
C -8.25 1.57 0.33
C -9.31 -0.87 0.37
C 16.04 0.77 6.06
C 6.47 1.55 0.45
C 11.21 0.89 3.03
C 1.70 -1.69 -7.23
C -1.58 1.26 -1.28
C -0.10 -0.98 5.67
C 1.72 3.08 -0.85
C -0.72 2.44 -1.76
C 3.99 1.95 -0.13
C 5.42 1.71 -0.66
C -14.16 -2.65 1.00
C 14.45 -0.02 -3.48
C -12.49 -2.34 3.05
C 7.39 0.32 0.29
C 14.06 -1.03 5.98
C -14.92 2.50 -0.49
C 0.88 -3.91 -0.43
C 3.24 2.87 -1.10
C 0.08 3.73 2.62
C -1.30 0.76 0.15
C -0.06 -2.20 -5.30
C -11.17 -1.81 -3.86
C -1.95 -2.91 5.66
C 1.44 3.09 0.64
C -17.06 0.90 -0.60
C -12.90 0.20 -4.26
C 0.24 3.91 1.12
C -2.54 0.60 1.04
C 7.41 -0.62 1.52
C -4.11 -1.01 -1.18
C 12.39 -1.35 -2.43
C 12.90 1.72 1.16
C 0.81 2.24 -1.77
C 2.42 -5.15 -2.23
C -3.14 -1.46 -0.12
H 16.15 0.53 7.12
H -7.37 2.22 0.29
H -14.33 -2.76 -0.07
H 7.39 -1.66 1.19
H -3.29 1.34 0.76
H -0.63 1.47 0.64
H -14.46 1.78 -1.17
H 11.42 -0.11 2.65
H 0.47 -4.89 -0.16
H 0.05 -1.16 -4.99
H -1.69 -3.11 6.69
H -13.25 1.20 -4.02
H -1.26 -3.43 4.98
H 13.87 0.08 -4.40
H 13.60 1.97 1.96
H 12.99 0.67 0.90
H -17.58 1.69 -1.14
H 14.24 -1.22 7.03
H -15.49 3.24 -1.04
H -12.92 -3.27 3.43
H -13.67 -0.53 -3.98
H -9.86 -0.54 -0.52
H -10.30 -2.20 -3.34
H -3.55 -0.78 -2.08
H 4.10 2.42 0.84
H 1.97 -6.09 -1.91
H -14.70 -1.78 1.37
H -0.39 -2.80 -4.45
H 16.58 0.06 5.44
H -9.20 -1.95 0.35
H -12.05 -2.40 -3.61
H 14.74 -1.62 5.36
H 8.41 0.66 0.13
H 0.46 -1.63 4.99
H 3.40 -5.33 -2.65
H -8.87 1.73 -0.55
H 13.11 2.33 0.28
H 0.17 0.06 5.49
H 11.66 -1.47 -1.62
H 11.86 -1.21 -3.37
H 7.12 -0.26 -0.59
H -1.55 0.46 -2.02
H -14.48 -3.56 1.52
H 2.31 3.47 1.17
H -13.09 -1.49 3.35
H -11.48 -2.23 3.43
H -4.74 -1.87 -1.41
H 5.44 0.86 -1.33
H 16.39 1.78 5.87
H -9.85 -0.57 1.27
H 1.76 -0.67 -6.86
H -8.81 1.79 1.24
H 7.13 2.42 0.43
H 0.35 -3.50 -1.29
H 3.69 3.86 -1.02
H 3.43 2.53 -2.11
H 3.49 0.99 -0.01
H -0.99 3.35 -1.24
H -2.97 -3.23 5.46
H 10.21 0.90 3.48
H 13.04 -2.22 -2.48
H -2.24 0.82 2.07
H -14.14 2.99 0.09
H -0.99 2.61 -2.80
H 0.41 4.97 0.90
H 6.02 1.53 1.45
H -0.76 -0.18 0.10
H -17.79 0.27 -0.09
H -4.71 -0.15 -0.90
H -16.46 0.30 -1.28
H 0.80 4.31 3.19
H -10.99 -1.81 -4.93
H 5.68 2.60 -1.24
H 0.78 -3.23 0.42
H -12.67 0.13 -5.32
H 11.95 1.17 3.77
H -2.68 -1.31 1.81
H 13.03 -1.29 5.73
H 1.79 -4.65 -2.97
H 0.86 -1.81 -7.91
H 8.30 -0.46 2.13
H 6.52 -0.45 2.13
H -0.79 -2.28 -6.10
H -0.71 3.59 0.69
H -2.61 1.62 -1.30
H 2.63 -1.94 -7.75
H 1.31 2.06 0.97
H 0.11 -1.24 6.71
H 14.96 -0.98 -3.46
H 0.17 2.66 2.86
H 15.18 0.78 -3.42

134
Properties=species:S:1:pos:R:3 method="wB97M-V/def2-TZVPD" homo_energy_ev=-8.5 multiplicity=1 smiles="CC1(C)CCCC(C)(C)N1O.CC1(C)CCCC(C)(C)N1O.CC1(C)CCCC(C)(C)N1O.NC(N)=O.NC(N)=O.NC(N)=O.NC(N)=O.O.O.O.O" e_lumo_ev=0.215
O 2.71 -2.92 -1.37
O -1.58 2.63 -4.28
O -1.63 1.50 3.31
O -2.01 2.92 0.72
O 0.34 -6.00 3.57
O 1.02 0.08 1.53
O -1.73 -1.48 -2.26
O 5.59 -2.71 -1.95
O -0.55 -0.13 -4.22
O 1.13 2.39 2.98
O 4.98 -1.99 3.50
N -2.79 4.12 0.63
N -1.56 2.25 -2.05
N -0.21 -4.86 4.25
N 3.34 -1.69 1.92
N 0.26 -0.17 -5.45
N 5.04 -0.67 -1.01
N -1.18 -0.09 0.65
N 0.66 -0.77 -0.51
N 3.88 -0.01 3.38
N -2.45 4.16 -2.91
N 5.90 -2.38 0.21
C 0.86 -4.32 5.13
C -1.98 5.20 1.15
C -4.17 4.02 1.05
C 0.20 -0.18 0.64
C 1.61 1.72 -4.57
C -2.06 -4.74 2.67
C -0.06 -2.05 4.66
C 0.07 -3.57 2.04
C 0.46 -3.01 5.69
C 2.49 -1.42 -6.78
C -1.86 3.02 -3.17
C 4.16 -1.31 2.97
C 5.47 -1.95 -1.00
C 0.31 -2.70 -4.95
C 1.66 0.24 -5.03
C -0.66 5.26 0.32
C -1.52 5.07 2.61
C -4.40 3.71 2.54
C 2.56 0.06 -6.19
C -0.86 -4.00 3.24
C 2.22 -4.14 4.24
C -4.84 5.32 0.73
C 0.07 -1.55 -5.95
C -1.23 -2.65 3.92
C -4.09 6.54 1.24
C 1.17 -5.39 6.20
C 2.23 -0.55 -3.84
C -1.35 -1.64 -6.50
C -2.66 6.51 0.70
C 1.06 -1.69 -7.12
C -4.86 2.92 0.22
H 3.01 0.10 -3.52
H -3.84 2.82 2.91
H -2.68 6.45 -0.42
H -2.66 4.82 -3.66
H -4.91 3.28 -0.78
H 4.51 -0.46 -1.82
H -2.84 -4.97 3.42
H -1.08 1.41 -2.15
H -2.28 5.32 3.40
H 0.20 -5.44 6.71
H -1.94 -2.74 4.69
H -0.44 -2.80 1.42
H 1.06 -2.66 -7.62
H -1.39 -0.85 -2.89
H 2.52 -1.09 1.82
H -1.22 4.04 2.89
H -4.51 7.47 0.92
H 1.02 1.83 -3.58
H -4.17 4.48 3.26
H -0.76 1.87 3.44
H -1.81 1.06 4.17
H 5.95 -1.73 0.93
H 1.07 2.36 -5.28
H -1.59 -2.52 -7.18
H 3.26 0.60 2.87
H -1.85 2.69 -1.16
H -5.86 2.79 0.63
H 3.43 -3.02 -1.99
H -1.61 -2.01 3.17
H 4.54 0.35 4.10
H -0.19 6.19 0.55
H 4.62 -0.44 -0.13
H 1.53 -6.33 5.70
H 0.71 -1.64 4.05
H 3.12 -4.26 4.83
H 2.25 -4.92 3.49
H -1.96 7.31 0.99
H 2.56 2.25 -4.39
H -2.84 4.32 -2.00
H -1.13 0.68 -4.29
H 1.31 -2.59 6.20
H 1.68 -1.04 -0.60
H -4.07 6.61 2.35
H -1.76 -5.66 2.20
H 3.49 0.42 -5.93
H 2.97 -2.61 1.94
H -0.27 -6.69 3.90
H -2.37 -4.09 1.86
H -5.47 3.43 2.61
H 6.50 -3.19 0.21
H -0.91 5.28 -0.76
H 1.10 1.74 2.25
H -0.41 -3.14 6.31
H -0.03 4.39 0.56
H 1.20 -2.62 -4.38
H -1.89 2.75 1.64
H 2.78 -2.13 -5.97
H 0.43 -4.42 1.40
H 3.25 -1.48 -7.55
H 2.11 0.64 -6.96
H -0.43 -1.15 5.16
H -0.68 5.75 2.76
H 2.34 -3.21 3.65
H 1.00 -3.10 2.37
H 1.91 -4.97 6.86
H -2.05 -1.88 -5.64
H 0.02 -1.13 -1.22
H -1.94 -2.19 -2.86
H -4.79 5.43 -0.35
H 0.75 -0.98 -7.93
H -1.77 -0.28 -0.14
H -1.48 0.46 1.49
H 0.37 -3.59 -5.51
H 1.16 3.27 2.59
H 1.44 -0.70 -3.00
H 2.67 -1.53 -4.04
H -1.74 -0.74 -6.97
H -0.51 -2.88 -4.22
H -5.92 5.34 1.12
H 3.24 -3.15 -0.65
H -4.18 2.12 0.24

7
Properties=species:S:1:pos:R:3 method="wB97M-V/def2-TZVPD" relative_energy_kcal_mol=54.9 homo_energy_ev="-16.7 / -16.7" charge=+2 multiplicity=1 e_lumo_ev="-11.951 / -11.953"
Y -1.10 -1.09 -0.86
O 0.10 0.52 -0.20
C 1.43 0.39 1.78
C 1.09 0.93 0.55
H 2.24 0.47 0.35
H 2.18 0.92 2.36
H 0.67 -0.15 2.36

13
Properties=species:S:1:pos:R:3 method="wB97M-V/def2-TZVPD" relative_energy_kcal_mol=67.9 homo_energy_ev=-9.3 multiplicity=1 smiles=N#CNN.CC#N e_lumo_ev=0.489
N 1.70 0.50 0.32
N 0.73 -0.39 -0.20
N 3.74 0.97 -0.98
N -1.22 -2.02 0.49
C 2.85 0.67 -0.31
C -1.65 -0.97 0.26
C -2.20 0.35 0.09
H -3.15 0.44 0.61
H 0.66 -0.25 -1.21
H 1.71 0.53 1.33
H -1.50 1.09 0.49
H -2.34 0.56 -0.97
H 0.68 -1.49 0.08

17
Properties=species:S:1:pos:R:3 method="wB97M-V/def2-TZVPD" relative_energy_kcal_mol=185.3 homo_energy_ev="-10.5 / -9.5" multiplicity=1 e_lumo_ev="-0.039 / -0.616"
O -2.22 -1.10 0.06
O -1.47 -1.13 -2.00
N -2.54 -0.85 -1.22
N -2.46 0.28 0.34
C 1.41 -0.80 -0.23
C 1.14 0.71 -0.21
C 0.89 1.24 1.20
H 0.01 0.77 1.64
H 1.56 -1.17 -1.25
H 2.31 -1.04 0.33
H -3.25 0.24 1.00
H 0.59 -1.35 0.23
H -0.70 -1.32 -1.43
H 0.73 2.32 1.19
H 1.98 1.23 -0.67
H 1.75 1.03 1.85
H 0.27 0.94 -0.83

10
Properties=species:S:1:pos:R:3 method="wB97M-V/def2-TZVPD" relative_energy_kcal_mol=32.9 homo_energy_ev=-10.1 multiplicity=1 smiles="C=C.P" e_lumo_ev=1.145
P -2.32 -0.14 -0.22
C 1.37 -0.78 -0.11
C 2.13 0.27 -0.35
H -1.55 1.01 -0.18
H 0.38 -0.88 -0.53
H -2.16 -0.35 1.14
H 3.12 0.37 0.06
H 1.79 1.08 -0.98
H 1.70 -1.60 0.51
H -3.49 0.58 -0.02

| no. | electronic energy (eV) | M (Da) |
| --- | --- | --- |
| 1 | -27321.1348 | 304.94 |
| 2 | -611412.8076 | 1827.31 |
| 3 | -202044.9207 | 1288.77 |
| 4 | -72375.2704 | 784.05 |
| 5 | -5189.0201 | 131.95 |
| 6 | -9165.9108 | 98.11 |
| 7 | -10341.4543 | 106.12 |
| 8 | -11474.5349 | 62.05 |